Molecular formula: C46H55N7O3PPdSTe
Method: DFT, ωB97M-V/def2-TZVPD

Properties
Molecular weight = 1051.05 g mol⁻¹
Energy relative to the best compared isomer or geometry (same formula, charge and spin) = 66.8 kJ/mol
Largest force on an atom = 3.3 eV Å⁻¹
⟨S²⟩ = 0.974
2S+1 = 2
Total charge = 0

Element x y z (Å)
Pd1 -0.001 0.121 -0.174
N1 3.898 0.134 1.646
C1 4.441 0.058 0.387
C2 5.731 0.200 -0.093
C3 5.916 0.059 -1.459
C4 4.851 -0.202 -2.321
C5 3.560 -0.340 -1.852
C6 3.358 -0.219 -0.480
N2 2.214 -0.323 0.255
C7 2.547 -0.089 1.522
C8 1.567 -0.049 2.558
C9 1.733 0.336 3.877
S1 0.219 0.330 4.703
C10 -0.528 -0.207 3.229
N3 0.271 -0.359 2.233
H1 4.401 0.350 2.489
H2 6.556 0.416 0.569
H3 6.909 0.170 -1.868
H4 5.050 -0.293 -3.379
H5 2.717 -0.505 -2.508
H6 2.630 0.644 4.371
H7 -1.584 -0.398 3.192
C11 0.228 8.375 -1.012
C12 0.358 6.892 -0.834
C13 0.262 6.311 0.418
C14 0.351 4.939 0.601
C15 0.304 4.421 2.006
C16 0.519 4.108 -0.521
C17 0.683 4.688 -1.792
C18 0.957 3.881 -3.024
C19 0.606 6.067 -1.920
C20 0.448 2.626 -0.369
O1 0.778 1.866 -1.319
O2 0.028 2.131 0.710
H8 -0.131 8.842 -0.100
H9 -0.458 8.609 -1.823
H10 1.196 8.807 -1.259
H11 0.108 6.942 1.284
H12 0.294 5.250 2.714
H13 1.173 3.797 2.208
H14 -0.574 3.805 2.182
H15 0.178 3.142 -3.195
H16 1.895 3.339 -2.918
H17 1.019 4.530 -3.895
H18 0.734 6.508 -2.901
C21 -0.688 -5.108 -0.513
N4 -1.590 -4.370 -1.379
C22 -1.143 -4.499 -2.756
N5 0.237 -4.085 -2.953
C23 1.093 -4.828 -2.043
N6 0.702 -4.703 -0.648
C24 0.918 -3.359 -0.149
P1 -0.075 -2.070 -1.066
C25 -1.696 -2.982 -0.986
C26 0.392 -2.655 -2.788
H19 -0.757 -6.169 -0.771
H20 -0.995 -4.973 0.527
H21 -1.788 -3.895 -3.397
H22 -1.227 -5.555 -3.042
H23 2.123 -4.479 -2.158
H24 1.042 -5.887 -2.319
H25 1.983 -3.114 -0.236
H26 0.643 -3.322 0.912
H27 -2.418 -2.483 -1.640
H28 -2.080 -2.917 0.041
H29 1.436 -2.386 -2.975
H30 -0.236 -2.139 -3.525
C27 -1.740 0.685 -2.966
C28 -2.571 0.112 -1.836
O3 -3.684 -0.418 -2.127
N7 -2.178 0.189 -0.609
Te1 -4.045 -0.523 0.460
C29 -6.020 -1.576 0.628
C30 -6.929 -1.152 1.597
C31 -6.725 0.119 2.368
C32 -8.058 -1.922 1.854
C33 -8.300 -3.107 1.178
C34 -9.494 -3.961 1.482
C35 -7.393 -3.503 0.208
C36 -6.259 -2.757 -0.072
C37 -5.316 -3.241 -1.132
C38 -4.900 1.361 -0.070
C39 -4.310 2.497 0.485
C40 -3.150 2.438 1.430
C41 -4.825 3.750 0.179
C42 -5.921 3.902 -0.654
C43 -6.481 5.258 -0.966
C44 -6.480 2.761 -1.208
C45 -5.984 1.492 -0.943
C46 -6.634 0.327 -1.621
H31 -2.056 0.244 -3.909
H32 -0.671 0.520 -2.799
H33 -1.927 1.761 -2.995
H34 -5.737 0.132 2.831
H35 -7.479 0.213 3.149
H36 -6.796 0.985 1.712
H37 -8.758 -1.588 2.609
H38 -10.058 -3.567 2.323
H39 -9.173 -4.973 1.723
H40 -10.152 -4.020 0.615
H41 -7.569 -4.419 -0.337
H42 -5.872 -3.674 -1.962
H43 -4.653 -4.012 -0.735
H44 -4.713 -2.418 -1.507
H45 -2.609 1.493 1.347
H46 -3.496 2.573 2.457
H47 -2.451 3.238 1.197
H48 -4.359 4.625 0.611
H49 -6.158 5.993 -0.233
H50 -7.570 5.235 -0.985
H51 -6.139 5.588 -1.948
H52 -7.328 2.858 -1.874
H53 -7.049 0.641 -2.578
H54 -7.442 -0.073 -1.010
H55 -5.908 -0.459 -1.799

---

Molecular formula: C46H56EuN2O9P3
Method: DFT, ωB97M-V/def2-TZVPD

Properties
Molecular weight = 1025.84 g mol⁻¹
Largest force on an atom = 3.4 eV Å⁻¹
⟨S²⟩ = 12.011
2S+1 = 7
Total charge = 0

Element x y z (Å)
Eu1 2.749 0.177 -0.481
O1 4.375 0.543 -2.441
C1 5.354 1.613 -1.982
C2 5.494 1.582 -0.489
N1 4.309 1.899 0.285
C3 3.728 3.281 0.023
C4 2.621 3.469 -0.973
O2 2.422 4.623 -1.333
O3 2.030 2.350 -1.247
C5 4.475 1.708 1.746
C6 3.039 1.545 2.326
O4 2.554 2.468 3.025
O5 2.467 0.436 1.955
H1 4.295 0.670 -3.438
H2 5.055 2.525 -2.401
H3 6.383 1.401 -2.400
H4 6.337 2.220 -0.125
H5 5.830 0.538 -0.278
H6 4.540 4.015 -0.090
H7 3.284 3.521 0.990
H8 4.969 2.622 2.080
H9 5.020 0.769 1.949
C7 -3.620 0.244 -0.549
N2 -3.904 1.448 0.244
C8 -2.838 2.250 0.736
P1 -1.377 2.493 -0.539
C9 -0.592 3.767 0.471
C10 -0.563 5.102 0.027
C11 -0.357 6.087 0.957
C12 -0.297 5.783 2.319
C13 -0.127 4.463 2.695
C14 -0.155 3.423 1.753
C15 -2.180 3.562 -1.770
C16 -1.607 3.450 -3.057
C17 -2.150 4.087 -4.161
C18 -3.304 4.859 -4.009
C19 -3.782 5.110 -2.718
C20 -3.259 4.404 -1.646
C21 -5.192 2.072 0.126
C22 -5.939 2.036 -1.072
C23 -7.271 2.425 -1.049
C24 -7.869 2.852 0.104
C25 -7.110 3.056 1.252
C26 -5.782 2.729 1.272
P2 -1.930 -0.559 -0.097
C27 -2.226 -2.130 -0.978
C28 -1.423 -2.577 -1.989
C29 -1.852 -3.645 -2.798
C30 -3.049 -4.254 -2.555
C31 -3.843 -3.857 -1.476
C32 -3.396 -2.832 -0.658
C33 -2.110 -1.041 1.655
C34 -0.906 -1.416 2.321
C35 -0.939 -1.856 3.637
C36 -2.152 -2.044 4.282
C37 -3.331 -1.584 3.678
C38 -3.304 -1.023 2.373
H10 -3.513 0.502 -1.607
H11 -4.466 -0.507 -0.448
H12 -2.390 1.773 1.613
H13 -3.180 3.265 0.967
H14 -0.610 5.388 -1.044
H15 -0.397 7.104 0.650
H16 -0.390 6.561 3.063
H17 0.197 4.185 3.679
H18 0.052 2.382 2.007
H19 -0.722 2.834 -3.147
H20 -1.685 3.935 -5.151
H21 -3.729 5.401 -4.833
H22 -4.669 5.700 -2.582
H23 -3.701 4.541 -0.660
H24 -5.534 1.739 -2.027
H25 -7.867 2.509 -1.994
H26 -8.929 3.078 0.067
H27 -7.518 3.527 2.122
H28 -5.146 2.862 2.161
H29 -0.474 -2.130 -2.178
H30 -1.209 -3.971 -3.562
H31 -3.332 -5.104 -3.110
H32 -4.762 -4.373 -1.310
H33 -3.990 -2.549 0.211
H34 0.057 -1.344 1.870
H35 -0.065 -2.259 4.107
H36 -2.176 -2.413 5.288
H37 -4.298 -1.636 4.230
H38 -4.185 -0.653 1.932
C39 3.140 -5.764 2.261
C40 2.302 -4.509 2.266
C41 2.240 -3.870 3.674
C42 0.898 -4.718 1.647
O6 3.043 -3.485 1.497
P3 2.892 -2.778 0.140
O7 4.078 -1.762 -0.061
O8 1.580 -1.945 0.005
O9 2.815 -3.841 -1.044
C43 3.965 -4.131 -1.939
C44 3.520 -5.414 -2.591
C45 5.228 -4.229 -1.107
C46 4.005 -3.023 -2.961
H39 2.699 -6.543 2.880
H40 4.188 -5.622 2.572
H41 3.172 -6.135 1.231
H42 1.592 -4.399 4.349
H43 1.900 -2.818 3.626
H44 3.269 -3.891 4.071
H45 0.445 -5.504 2.231
H46 1.001 -4.948 0.569
H47 0.194 -3.878 1.749
H48 2.870 -6.058 -1.980
H49 4.373 -5.992 -2.970
H50 2.888 -5.164 -3.448
H51 5.081 -4.673 -0.134
H52 5.655 -3.230 -0.940
H53 5.983 -4.810 -1.687
H54 3.094 -2.893 -3.512
H55 4.775 -3.125 -3.735
H56 4.150 -2.060 -2.457

---

Molecular formula: C46H56F5IO7Si2
Method: DFT, ωB97M-V/def2-TZVPD

Properties
Molecular weight = 999.01 g mol⁻¹
Largest force on an atom = 8.6 eV Å⁻¹
2S+1 = 1
Total charge = 0

Element x y z (Å)
C1 -3.102 4.089 -0.686
C2 -3.403 3.126 -2.005
O1 -4.629 2.855 -2.481
O2 -2.223 2.564 -2.686
C3 -1.979 3.233 -3.985
C4 -0.910 2.263 -4.812
C5 -1.789 0.912 -5.237
C6 -0.780 -0.399 -5.045
C7 -1.539 -1.738 -4.479
Si1 -1.773 -1.749 -2.541
C8 -0.140 -0.953 -1.825
C9 -0.175 -0.716 -0.204
C10 1.141 -1.517 0.415
C11 2.517 -0.625 0.435
O3 2.472 0.612 -0.359
C12 3.515 0.609 -1.425
C13 2.952 0.612 -2.986
O4 4.813 0.615 -1.092
C14 -1.997 -3.611 -2.050
C15 -1.629 -3.952 -0.490
C16 -2.740 -3.368 0.601
O5 -2.353 -3.289 1.880
O6 -4.107 -2.941 0.254
O7 -3.108 -0.754 -1.980
Si2 -4.608 -1.102 -2.824
I1 -6.669 -0.740 -1.488
H1 -1.944 4.001 -0.420
H2 -3.751 3.658 0.195
H3 -3.391 5.195 -0.966
H4 -2.971 3.229 -4.637
H5 -1.514 4.313 -3.867
H6 -0.507 2.761 -5.802
H7 -0.037 2.029 -4.068
H8 -2.031 1.065 -6.395
H9 -2.782 0.799 -4.626
H10 -0.422 -0.666 -6.153
H11 0.205 -0.109 -4.465
H12 -0.803 -2.652 -4.700
H13 -2.520 -1.971 -5.072
H14 -0.085 0.132 -2.317
H15 0.824 -1.527 -2.214
H16 -1.191 -1.062 0.315
H17 -0.103 0.451 0.035
H18 0.833 -1.981 1.445
H19 1.356 -2.443 -0.306
H20 3.379 -1.310 -0.021
H21 2.831 -0.456 1.571
H22 2.037 1.343 -3.076
H23 2.641 -0.462 -3.368
H24 3.817 1.017 -3.663
H25 -3.078 -4.038 -2.270
H26 -1.255 -4.235 -2.748
H27 -0.513 -3.685 -0.191
H28 -1.696 -5.139 -0.384
H29 -4.465 -3.496 -0.511
H30 -4.601 -2.439 -3.474
H31 -4.679 -0.132 -3.948
F1 -4.659 -8.564 2.345
C17 -3.941 -7.728 3.106
C18 -3.276 -8.221 4.224
C19 -2.523 -7.353 5.014
C20 -2.453 -5.997 4.684
C21 -3.128 -5.511 3.564
C22 -3.871 -6.382 2.767
H32 -3.348 -9.276 4.469
H33 -1.993 -7.730 5.885
H34 -1.870 -5.319 5.304
H35 -3.076 -4.454 3.312
H36 -4.395 -6.022 1.888
F2 2.007 3.808 -2.570
C23 2.725 4.644 -1.808
C24 3.390 4.151 -0.691
C25 4.143 5.019 0.099
C26 4.213 6.375 -0.230
C27 3.537 6.862 -1.351
C28 2.794 5.991 -2.147
H37 3.318 3.096 -0.446
H38 4.673 4.642 0.970
H39 4.796 7.053 0.389
H40 3.590 7.918 -1.603
H41 2.271 6.350 -3.027
F3 4.136 6.054 2.948
C29 4.485 5.487 4.111
C30 3.896 5.927 5.291
C31 4.256 5.333 6.501
C32 5.210 4.313 6.518
C33 5.800 3.882 5.329
C34 5.431 4.468 4.118
H42 3.163 6.726 5.259
H43 3.795 5.664 7.428
H44 5.494 3.853 7.463
H45 6.545 3.091 5.345
H46 5.873 4.139 3.183
F4 -4.526 2.431 5.267
C35 -5.342 1.959 4.315
C36 -4.823 1.159 3.303
C37 -5.673 0.663 2.315
C38 -7.033 0.982 2.344
C39 -7.544 1.790 3.361
C40 -6.695 2.276 4.355
H47 -3.762 0.929 3.292
H48 -5.278 0.031 1.524
H49 -7.695 0.599 1.571
H50 -8.602 2.040 3.380
H51 -7.077 2.898 5.158
F5 3.455 -2.992 -1.656
C41 4.705 -3.421 -1.439
C42 5.753 -2.506 -1.443
C43 7.054 -2.951 -1.213
C44 7.295 -4.310 -0.991
C45 6.238 -5.221 -0.994
C46 4.935 -4.773 -1.214
H52 5.548 -1.456 -1.625
H53 7.879 -2.243 -1.206
H54 8.311 -4.657 -0.816
H55 6.429 -6.278 -0.826
H56 4.101 -5.466 -1.211

---

Molecular formula: C46H57IN10O2
Method: DFT, ωB97M-V/def2-TZVPD

Properties
Molecular weight = 908.93 g mol⁻¹
Largest force on an atom = 1.4 eV Å⁻¹
2S+1 = 1
Total charge = 0

Element x y z (Å)
C1 -0.586 -0.441 4.490
C2 0.422 -0.610 3.386
C3 0.328 0.138 2.224
C4 1.215 -0.026 1.169
C5 2.268 -0.929 1.204
C6 3.165 -1.066 0.006
C7 2.863 -2.325 -0.833
N1 1.874 -2.072 -1.893
C8 2.399 -1.711 2.382
C9 3.533 -2.709 2.485
C10 4.935 -2.063 2.553
C11 5.451 -2.135 3.986
I1 7.397 -1.247 4.091
C12 1.481 -1.554 3.441
C13 1.570 -2.400 4.668
C14 1.780 -1.827 5.917
C15 1.829 -2.602 7.064
C16 1.660 -3.971 6.913
C17 1.472 -4.463 5.630
N2 1.416 -3.726 4.525
C18 0.787 0.901 0.061
O1 1.335 1.181 -0.959
N3 -0.421 1.436 0.483
C19 -1.456 1.871 -0.450
C20 -2.714 1.022 -0.372
C21 -2.694 -0.211 -1.270
N4 -4.015 -0.876 -1.354
C22 -0.666 1.190 1.826
O2 -1.477 1.764 2.488
H1 -0.191 0.075 5.357
H2 -0.978 -1.403 4.810
H3 -1.425 0.130 4.112
H4 4.204 -1.100 0.322
H5 3.085 -0.183 -0.611
H6 2.435 -3.085 -0.188
H7 3.775 -2.706 -1.283
H8 0.952 -2.296 -1.547
H9 1.876 -1.101 -2.174
H10 3.409 -3.300 3.380
H11 3.444 -3.419 1.670
H12 4.850 -1.008 2.317
H13 5.639 -2.526 1.871
H14 5.462 -3.145 4.375
H15 4.816 -1.506 4.599
H16 1.912 -0.758 5.987
H17 2.001 -2.158 8.031
H18 1.676 -4.632 7.763
H19 1.363 -5.533 5.503
H20 -1.052 1.794 -1.455
H21 -1.660 2.927 -0.291
H22 -3.539 1.646 -0.709
H23 -2.975 0.706 0.637
H24 -2.025 -0.978 -0.884
H25 -2.416 0.048 -2.287
H26 -4.302 -1.097 -0.404
H27 -4.698 -0.188 -1.658
N5 -4.837 4.422 0.460
C23 -5.433 5.538 0.980
C24 -6.397 5.949 0.097
C25 -6.383 5.043 -0.998
C26 -5.412 4.112 -0.743
H28 -4.092 3.908 0.895
H29 -5.123 5.941 1.929
H30 -7.041 6.804 0.223
H31 -7.015 5.071 -1.870
H32 -5.083 3.259 -1.311
N6 9.337 -4.408 3.584
C27 10.359 -5.067 2.958
C28 11.009 -5.823 3.897
C29 10.349 -5.613 5.139
C30 9.323 -4.735 4.911
H33 8.693 -3.778 3.139
H34 10.536 -4.943 1.904
H35 11.861 -6.456 3.716
H36 10.601 -6.054 6.089
H37 8.588 -4.315 5.576
N7 -5.479 9.553 0.201
C31 -6.473 10.002 -0.624
C32 -7.119 11.026 0.015
C33 -6.487 11.204 1.276
C34 -5.479 10.281 1.359
H38 -4.850 8.800 -0.010
H39 -6.635 9.555 -1.590
H40 -7.951 11.586 -0.376
H41 -6.744 11.925 2.033
H42 -4.766 10.080 2.140
N8 -1.718 -1.149 -5.706
C35 -2.976 -1.373 -6.196
C36 -3.736 -1.891 -5.182
C37 -2.905 -1.979 -4.030
C38 -1.665 -1.513 -4.389
H43 -0.950 -0.774 -6.232
H44 -3.222 -1.142 -7.218
H45 -4.773 -2.171 -5.253
H46 -3.190 -2.340 -3.055
H47 -0.753 -1.411 -3.823
N9 -0.280 -4.879 -4.404
C39 0.637 -5.609 -5.107
C40 1.436 -6.259 -4.203
C41 0.981 -5.903 -2.904
C42 -0.080 -5.053 -3.066
H48 -0.995 -4.295 -4.804
H49 0.644 -5.603 -6.183
H50 2.257 -6.914 -4.445
H51 1.388 -6.231 -1.962
H52 -0.709 -4.556 -2.347
N10 -2.309 4.355 -6.342
C43 -2.629 3.347 -5.473
C44 -2.364 2.156 -6.094
C45 -1.864 2.460 -7.390
C46 -1.840 3.824 -7.511
H53 -2.405 5.335 -6.152
H54 -3.016 3.564 -4.492
H55 -2.518 1.182 -5.669
H56 -1.557 1.758 -8.148
H57 -1.532 4.457 -8.325

---

Number 1: total energy -3530.302131 Ha. Number 2: total energy -4307.685126 Ha. Number 3: total energy -3688.903394 Ha. Number 4: total energy -2782.775922 Ha.